C4H4N2O3S2 | ωB97M-V/def2-TZVPD

```
15
C4H4N2O3S2 (ωB97M-V/def2-TZVPD)
C 1.5956 1.7554 0.6221
C 0.6625 0.0123 -0.3403
C 1.9082 -0.3978 -0.7113
C -2.0736 0.3207 -0.4004
N 0.4887 1.1783 0.4097
N -1.1739 -2.4925 0.3416
O -0.3471 -2.6392 1.1718
O -2.1309 -3.0874 -0.0133
O 4.0810 1.2254 -0.5883
S -0.7539 -0.7842 -0.9775
S 3.0039 0.6395 0.2034
H 1.6889 2.6595 1.1886
H -2.7961 -0.2334 0.1873
H -2.5547 0.7377 -1.2793
H -1.5986 1.1057 0.1859
```

Net charge: 0
Gap between HOMO and LUMO (spin up / spin down): 7.2 / 5.3 eV
⟨S²⟩: 2.01
Multiplicity: 3